[1]
The following is a quantum chemistry calculation of 2 unconnected molecules or ions with the total composition C34H38N5O at a distorted geometry, from OMol25.

Properties
* HOMO energy: -10.4 eV
* Kohn-Sham gap: 6.00 eV
* charge: +1
* E_LUMO: -4.4 eV

Structure (XYZ):
```
78
Properties=species:S:1:pos:R:3:forces:R:3
C 1.573329 -3.210336 -3.441362 0.46 -0.10 0.00
N 0.539717 -2.272201 -3.087048 -0.95 -0.14 -0.15
C -0.775236 -2.471723 -3.424071 0.55 -1.07 -0.61
O -1.203291 -3.397326 -4.109566 0.33 1.44 1.02
C -1.584094 -1.360539 -2.772305 -0.06 0.26 -0.83
C -2.617387 -1.910569 -1.798059 -0.08 -0.26 -0.01
C -1.958886 -2.729787 -0.715229 -0.17 -0.16 0.38
C -1.684507 -4.081201 -0.946650 0.10 -0.07 0.05
C -1.056779 -4.853425 0.030364 0.05 0.21 0.09
C -0.687811 -4.269966 1.247695 -0.04 0.13 -0.12
C -0.955065 -2.916327 1.484391 -0.06 -0.15 -0.11
C -1.619644 -2.158582 0.517092 0.23 -0.16 -0.13
N -0.552462 -0.559177 -2.117660 -0.24 1.74 1.62
C -0.836739 0.436057 -1.264333 -0.01 -1.89 -1.24
C 0.149086 1.103366 -0.550992 0.69 1.05 1.13
C -0.133425 1.901742 0.550493 -0.26 -0.63 -1.35
C 0.840039 2.708848 1.223850 1.09 0.65 0.72
C 0.497686 3.369763 2.436140 -0.17 -0.26 -0.51
C 1.437436 4.121314 3.131510 0.25 -0.01 -0.11
C 2.752460 4.225101 2.653302 -0.43 -0.25 -0.07
C 3.111765 3.595508 1.454495 -0.25 -0.09 -0.23
C 2.167037 2.873032 0.726642 -0.32 -0.05 0.40
C 0.817743 -1.104829 -2.269633 0.06 -0.80 -0.14
C 1.810748 -0.172133 -2.902259 -0.12 0.38 -0.58
C 1.553963 0.433258 -4.075724 0.06 -0.60 0.83
C 2.426907 1.399863 -4.713144 0.82 0.84 -0.69
C 2.138645 1.832788 -6.029031 0.13 -0.24 0.67
C 2.961636 2.750386 -6.671512 0.33 0.14 0.21
C 4.088712 3.265018 -6.010153 -0.37 -0.32 0.05
C 4.387075 2.847248 -4.705182 -0.21 -0.15 -0.06
C 3.567996 1.921627 -4.055632 -0.35 0.04 -0.57
H 1.128231 -4.005904 -4.045488 0.07 0.22 0.14
H 2.359444 -2.701745 -4.011346 -0.12 -0.15 0.03
H 2.024175 -3.643825 -2.536559 -0.13 0.05 -0.19
H -2.041562 -0.754456 -3.572424 -0.05 -0.26 0.27
H -3.181134 -1.075191 -1.372594 -0.12 -0.20 -0.06
H -3.289994 -2.547892 -2.388288 0.03 0.30 0.16
H -1.966374 -4.524128 -1.905803 0.10 0.10 0.34
H -0.846380 -5.906480 -0.167370 -0.10 0.33 0.12
H -0.201250 -4.873888 2.015050 -0.10 0.19 -0.23
H -0.645783 -2.446406 2.420931 -0.18 -0.16 -0.23
H -1.869936 -1.113243 0.715219 0.08 -0.26 0.07
H -1.894276 0.687020 -1.143357 0.31 -0.14 0.00
H 1.180879 0.971304 -0.880401 -0.37 0.07 0.17
H -1.155510 1.896146 0.943279 0.21 0.14 0.03
H -0.530480 3.270292 2.798844 0.33 -0.03 -0.02
H 1.147393 4.626815 4.052669 0.10 -0.14 -0.25
H 3.492677 4.797672 3.210398 -0.18 -0.13 -0.14
H 4.132463 3.678707 1.077372 -0.33 0.03 0.10
H 2.437741 2.434175 -0.237720 0.02 0.17 0.40
H 1.223979 -1.427343 -1.290724 -0.46 0.14 -0.12
H 2.758437 -0.050910 -2.367297 -0.40 0.08 -0.23
H 0.633942 0.176452 -4.614830 0.18 0.15 0.23
H 1.259228 1.417591 -6.527056 0.27 0.18 0.06
H 2.729553 3.065250 -7.689535 0.09 -0.06 0.30
H 4.730534 3.986235 -6.515481 -0.16 -0.19 0.16
H 5.265148 3.243805 -4.193211 -0.26 -0.10 -0.16
H 3.799128 1.593604 -3.039196 0.01 0.23 -0.36
C -4.195568 0.590293 4.672072 -0.16 0.32 0.34
C -3.705213 1.119826 3.328988 -0.12 -0.04 -0.41
N -2.246744 1.214358 3.177438 0.83 -0.72 0.87
C -1.580135 0.415658 3.967981 -0.65 0.50 -0.58
N -2.100560 -0.506078 4.832024 0.17 0.05 0.21
C -3.511694 -0.712257 5.033629 0.06 -0.06 -0.30
C -1.092232 -1.341491 5.429900 -0.33 -0.59 0.13
C 0.210950 -0.657870 5.038780 0.72 -0.01 0.31
N -0.207686 0.328144 4.076266 -0.25 0.58 -0.86
H -3.972136 1.338123 5.441662 0.01 -0.12 0.00
H -5.278531 0.447912 4.674648 0.05 0.08 -0.14
H -4.126490 0.476948 2.536217 0.13 0.18 0.04
H -4.102881 2.129290 3.171337 -0.07 -0.23 -0.01
H -3.683650 -0.990057 6.080442 0.00 0.07 -0.15
H -3.876088 -1.540024 4.402191 0.02 0.12 0.13
H -1.231797 -1.404122 6.518907 0.09 -0.02 -0.26
H -1.144812 -2.364673 5.018583 -0.01 0.16 0.18
H 0.682216 -0.205262 5.924038 0.01 -0.05 -0.28
H 0.910019 -1.368101 4.586787 0.03 0.07 0.19
H 0.416109 0.938925 3.556596 -0.40 -0.33 0.38
```
Forces are in eV/Å.

***

[2]
The following is a quantum chemistry calculation of a molecular structure, C34H39As2ClN7O9Pt at a distorted geometry, from OMol25.

Properties
* HOMO energy (spin up / spin down): -14.3 / -15.1 eV
* Kohn-Sham gap (spin up / spin down): 6.23 / 4.78 eV
* charge: +3
* E_LUMO (spin up / spin down): -8.1 / -10.3 eV
* expectation value of S²: 6.0753
* 2S+1: 5

Structure (XYZ):
```
93
Properties=species:S:1:pos:R:3:forces:R:3
Pt 2.901336 -0.242030 0.931001 0.55 0.12 -0.05
Cl 6.338422 -6.502445 -0.446159 -0.14 0.38 0.04
C 5.727277 -4.916891 -0.375770 0.19 -0.08 -0.17
C 6.245556 -3.914421 -1.226973 -0.06 0.28 -0.08
C 5.772950 -2.635398 -1.151792 0.26 -0.13 -0.14
C 4.740424 -2.252924 -0.235199 -0.03 -0.02 0.04
O 4.420719 -1.021448 -0.161490 0.07 -0.32 -0.05
C 4.151975 -3.306812 0.565944 0.63 -0.39 -0.35
C 3.039452 -3.118709 1.432764 -0.92 0.23 0.53
N 2.338591 -2.031185 1.592090 1.21 -0.47 -0.67
C 1.268468 -1.960499 2.488847 -1.18 0.22 0.78
C 0.652640 -3.027996 3.131842 0.18 0.21 -0.23
C -0.385591 -2.797514 4.021190 0.00 0.04 -0.07
C -0.863772 -1.512119 4.245998 0.16 0.22 -0.16
C -0.305882 -0.436365 3.578399 0.12 -0.14 -0.06
C -0.962581 0.912547 3.568789 0.15 -0.14 0.31
C -0.022720 1.966680 3.095840 0.00 -0.09 -0.03
C 1.045693 1.641574 2.332433 0.31 0.62 -0.02
N 1.431042 0.365769 2.065940 0.10 0.06 0.20
C 0.781483 -0.648281 2.710088 -0.32 -0.99 0.41
C 4.699295 -4.595687 0.500254 -0.62 0.56 0.33
H 7.017596 -4.172215 -1.937929 0.06 0.00 0.01
H 6.184963 -1.865658 -1.788283 0.00 0.07 0.00
H 2.757579 -4.000152 2.002166 -0.07 0.10 0.03
H 0.946063 -4.047050 2.941787 0.09 -0.11 0.00
H -0.845841 -3.640947 4.511842 -0.03 -0.04 0.11
H -1.692225 -1.346445 4.917887 -0.10 -0.02 0.07
H -1.468505 1.167488 4.503893 0.09 -0.06 -0.15
H -0.226317 2.998353 3.336451 0.06 0.03 -0.06
H 1.690813 2.405303 1.916879 -0.03 -0.04 0.01
H 4.296687 -5.365506 1.142711 -0.04 -0.10 0.00
C 3.493470 3.448808 -3.565767 0.18 0.22 -0.14
N 2.994338 2.187087 -3.048796 0.22 0.22 0.07
C 2.352491 1.359799 -4.045705 -0.26 -0.24 -0.22
C 3.103240 1.818474 -1.755993 -0.95 -0.43 -0.18
N 2.372824 0.934235 -1.159474 0.28 -0.19 0.01
N 4.088618 2.520919 -1.069118 0.55 0.39 -0.27
C 4.577246 2.349675 0.191464 -0.16 0.09 0.20
N 5.654970 3.099570 0.485410 0.14 0.09 -0.01
N 4.020091 1.566383 1.064904 -0.09 -0.40 0.44
H 2.872956 3.731865 -4.416694 0.07 0.03 0.09
H 4.523610 3.357655 -3.926279 0.00 0.11 0.00
H 3.411479 4.251783 -2.832443 0.02 -0.01 -0.03
H 2.931952 1.430911 -4.966895 0.01 -0.07 0.04
H 1.332398 1.692780 -4.252314 0.10 -0.08 0.03
H 2.321964 0.319326 -3.730721 0.00 0.06 -0.04
H 1.690520 0.479267 -1.764724 0.13 0.32 -0.11
H 4.657721 3.113008 -1.661301 -0.11 -0.18 0.15
H 6.061501 3.753311 -0.163868 -0.08 -0.04 0.02
H 6.107872 3.022849 1.381093 -0.07 -0.03 -0.04
H 4.507626 1.565656 1.959741 -0.07 0.15 -0.31
C -3.261085 3.866583 1.681628 -0.48 0.82 -0.37
O -2.560834 2.794226 2.304895 0.39 -1.27 0.21
C -2.620492 1.578026 1.855169 0.52 0.50 0.46
O -2.009197 0.660302 2.540173 -0.55 0.38 0.13
C -2.758219 1.123306 0.468235 -0.62 -0.42 -0.64
C -3.959896 0.746703 -0.006792 0.35 0.41 0.26
As -4.403553 -0.141274 -1.709150 0.11 -0.15 -0.03
C -5.878323 -1.329701 -1.212104 -0.22 -0.03 0.05
C -2.802555 -1.224274 -1.230693 -1.46 -0.45 0.01
C -1.699237 -0.470662 -1.612769 1.13 0.70 -0.29
As -0.956490 0.668814 -0.252843 -0.12 0.72 -0.70
C -0.778621 2.373864 -1.258449 -0.16 -0.12 0.07
C -1.218008 -0.343938 -2.966103 0.40 -0.13 -0.11
O -0.106874 0.092780 -3.223653 -0.23 -0.08 -0.18
O -2.122235 -0.744225 -3.853019 0.06 -0.10 0.39
C -1.785538 -0.636023 -5.233298 0.22 0.09 -0.56
C -2.730914 -1.948406 0.021547 0.57 -0.52 0.37
O -1.761948 -1.824085 0.763724 -0.41 -0.33 -0.04
O -3.790895 -2.691364 0.289345 -0.07 0.11 -0.31
C -3.772872 -3.451811 1.493352 0.13 -0.21 0.48
C -5.039647 1.079968 0.952651 0.15 0.27 0.22
O -4.746535 1.375656 2.103951 -0.59 -0.08 0.06
O -6.220138 1.089179 0.406546 0.30 -0.09 -0.14
C -7.352845 1.481530 1.186490 -0.59 0.22 0.52
H -4.059977 4.181812 2.354079 0.11 -0.14 -0.05
H -3.680815 3.572514 0.720870 0.12 -0.03 0.00
H -2.547811 4.681759 1.560306 -0.08 -0.11 -0.04
H -6.810469 -0.843691 -1.502745 0.12 0.06 0.00
H -5.918145 -1.605788 -0.162315 0.07 0.05 -0.07
H -5.770746 -2.232328 -1.816701 0.09 0.06 0.04
H -1.744687 2.641813 -1.683659 0.04 0.07 -0.03
H -0.052028 2.256308 -2.056049 0.06 -0.08 0.01
H -0.440429 3.162087 -0.585197 -0.02 -0.04 0.06
H -2.557565 -1.176245 -5.771460 0.03 0.00 0.01
H -0.805174 -1.069620 -5.426013 -0.06 -0.02 0.02
H -1.784685 0.410914 -5.536270 0.00 -0.02 0.02
H -4.723714 -3.979658 1.516157 0.12 0.03 0.06
H -3.666020 -2.796523 2.362580 -0.07 -0.06 -0.12
H -2.939841 -4.158845 1.482794 -0.12 0.05 -0.04
H -8.204381 1.413521 0.515401 0.06 0.01 0.08
H -7.231908 2.503165 1.549197 0.04 -0.08 -0.09
H -7.477129 0.811255 2.036230 0.03 -0.01 -0.07
```
Forces are in eV/Å.

***

The following E values (in Ha) correspond, in order, to the records above: -1667.20181 -7429.49694.